# 1
# C40H46CuGeNO2Se2

A molecular structure, C40H46CuGeNO2Se2 in a non-equilibrium geometry (ωB97M-V/def2-TZVPD, the OMol25 dataset).

The calculation puts the lowest unoccupied orbital energy at 4.130 eV. The charge is -2. As for the gap between HOMO and LUMO: 5.0 eV.

Each line ends with the Löwdin charge.
Positions of all 93 atoms, in Å:
C  2.057  4.173  3.971  -0.07
C  -0.180  3.894  4.963  -0.06
H  -3.312  -2.481  -5.858  0.08
H  3.816  2.075  -4.862  0.09
H  4.258  -0.363  2.241  -0.01
O  -3.764  5.477  -1.414  -0.07
H  -4.734  -0.387  1.543  0.07
C  -2.516  -4.283  -5.013  -0.16
C  -3.340  -2.031  1.192  -0.55
H  2.424  -3.824  6.478  0.08
H  4.970  0.088  -5.760  0.08
C  3.165  -1.384  -3.309  -0.05
Se  -0.625  1.764  0.898  0.67
C  -4.041  -2.343  -0.127  -0.12
C  1.593  -0.444  -1.626  -0.24
C  -1.870  3.159  -1.409  -0.40
C  3.633  1.102  -4.423  -0.11
Se  -1.512  1.122  -1.145  0.66
C  -0.743  -2.575  -3.618  -0.26
H  -3.760  1.913  0.358  0.08
C  0.842  2.080  3.682  -0.25
H  -2.003  5.755  -0.481  0.12
C  0.909  3.397  4.216  -0.19
C  2.753  0.972  -3.361  -0.04
C  1.424  -2.691  3.452  -0.13
C  3.605  -0.529  1.390  -0.30
C  1.619  -3.569  4.503  -0.12
Ge  1.620  -0.179  1.870  0.87
H  -0.127  4.911  5.339  0.10
C  2.528  -0.266  -2.778  -0.23
C  -2.565  -2.904  -5.194  -0.14
C  2.476  -0.959  4.679  -0.13
C  1.846  -1.368  3.512  -0.34
C  -3.674  -0.619  1.656  -0.12
H  -3.710  -1.637  -0.887  0.06
H  3.954  4.270  3.003  0.09
H  4.518  -2.137  -4.789  0.09
H  -1.766  -0.996  -4.662  0.10
H  2.812  0.068  4.758  0.09
C  -1.818  -2.175  1.043  -0.26
N  0.360  -1.175  -1.957  -0.14
H  -0.350  0.302  3.573  0.07
H  -4.386  4.732  -1.495  0.06
H  -1.004  4.240  1.157  0.07
H  -2.133  3.531  5.738  0.09
C  2.968  2.391  2.646  -0.12
C  1.893  1.564  2.877  -0.34
H  -1.528  -5.877  -3.975  0.09
H  1.310  0.525  -1.197  0.05
C  -1.347  1.817  4.692  -0.09
Cu  -0.810  -1.392  -0.489  0.19
H  -0.885  3.628  -1.480  0.07
H  3.206  -1.478  6.627  0.09
C  3.070  3.671  3.199  -0.10
C  -0.696  -3.983  -3.466  -0.07
H  -2.316  3.355  1.953  0.07
H  -2.229  1.216  4.874  0.10
C  -0.308  1.310  3.959  -0.11
H  -3.211  -4.933  -5.533  0.07
H  0.935  -3.034  2.549  0.08
C  0.265  -1.771  -3.081  -0.10
H  -1.371  -1.818  1.982  0.01
H  1.271  -4.595  4.431  0.09
H  2.116  5.171  4.392  0.09
H  0.018  -4.401  -2.768  0.10
H  -3.089  0.077  1.059  -0.01
H  2.991  -2.346  -2.853  0.11
C  -1.732  3.432  1.032  -0.41
H  -3.393  -0.480  2.698  0.07
C  2.262  -3.140  5.652  -0.14
H  -1.607  -3.256  1.013  0.02
H  -5.128  -2.286  -0.027  0.06
H  -3.391  5.532  0.614  0.12
C  4.278  -0.013  -4.932  -0.13
C  2.692  -1.826  5.735  -0.12
H  -4.551  3.454  0.746  0.14
C  -3.946  2.930  -0.004  -0.23
H  3.770  2.037  2.013  0.08
H  3.712  -1.572  1.096  -0.01
C  -1.700  -2.069  -4.528  -0.07
H  -3.717  -2.740  1.951  0.11
O  -4.729  2.879  -1.184  -0.07
C  -2.922  5.180  -0.325  -0.23
C  -1.567  -4.804  -4.141  -0.14
C  4.031  -1.260  -4.381  -0.10
H  3.951  0.079  0.556  -0.02
H  -2.407  3.328  -2.344  0.07
H  -3.778  -3.343  -0.466  0.07
H  2.092  -1.015  -0.833  0.07
C  -2.610  3.676  -0.188  -0.60
H  -4.262  2.288  -1.790  0.08
H  2.248  1.842  -2.965  0.11
C  -1.289  3.128  5.186  -0.11

Force components x, y, z for each atom (eV/Å):
C 0.246 0.245 -0.054
C -0.181 0.220 0.123
H 0.011 0.040 -0.017
H 0.000 0.047 0.014
H 0.131 0.100 0.255
O -0.436 -0.048 -0.318
H -0.173 0.054 0.036
C -0.179 -0.126 -0.235
C 0.180 0.029 -0.207
H -0.008 0.008 -0.007
H -0.001 0.015 -0.040
C 0.241 0.089 -0.042
Se -0.219 0.434 0.269
C 0.028 0.005 0.300
C 0.236 0.063 -0.081
C 0.276 -0.843 -0.196
C 0.130 0.083 -0.228
Se -0.617 1.803 -0.833
C -0.433 -0.490 -0.262
H -0.005 0.216 0.001
C 0.106 0.421 0.250
H 0.025 -0.107 0.111
C -0.045 -0.254 -0.050
C 0.004 -0.102 0.187
C -0.083 -0.068 -0.207
C -0.425 0.198 -0.098
C -0.021 -0.318 0.073
Ge 0.980 -0.594 0.248
H -0.006 0.007 0.030
C 0.024 0.010 -0.021
C -0.208 -0.172 -0.058
C 0.086 0.211 0.095
C -0.260 0.193 -0.325
C -0.044 -0.189 -0.088
H 0.007 0.088 -0.139
H -0.027 0.017 0.014
H 0.030 -0.039 0.005
H 0.051 0.048 -0.074
H 0.081 0.082 0.055
C -0.189 0.096 0.077
N -0.186 -0.394 -0.346
H -0.091 -0.086 -0.026
H 0.126 0.161 -0.112
H -0.086 -0.054 -0.019
H 0.053 0.005 0.022
C 0.007 -0.459 -0.117
C 0.179 -0.092 -0.339
H 0.032 0.023 0.009
H 0.105 -0.175 -0.049
C -0.058 -0.328 -0.118
Cu -0.506 -0.894 1.061
H -0.073 -0.075 -0.022
H -0.038 -0.007 0.000
C -0.041 0.427 0.188
C -0.008 0.115 0.335
H -0.027 0.035 -0.031
H 0.002 -0.057 -0.020
C -0.314 -0.139 0.273
H 0.034 0.003 -0.007
H -0.148 -0.091 -0.067
C 1.123 0.699 -0.147
H 0.149 -0.008 -0.066
H 0.007 0.014 -0.023
H 0.007 0.031 0.006
H 0.077 -0.032 -0.023
H 0.007 0.126 -0.038
H -0.040 -0.091 -0.005
C 0.028 0.048 0.264
H 0.071 0.089 0.168
C 0.041 -0.166 0.238
H 0.166 -0.053 -0.073
H -0.170 0.019 -0.047
H 0.197 -0.104 -0.099
C 0.022 0.118 -0.148
C 0.128 0.008 0.276
H 0.057 -0.039 -0.070
C 0.306 -0.231 0.705
H 0.144 -0.042 -0.073
H -0.080 -0.177 -0.053
C -0.045 0.273 0.313
H -0.047 0.041 -0.041
O -0.176 -0.010 -0.451
C 0.256 -0.051 0.320
C -0.143 -0.173 -0.021
C 0.043 -0.145 0.084
H 0.061 0.136 -0.189
H 0.024 -0.103 0.030
H 0.039 -0.134 -0.124
H -0.076 0.193 -0.084
C -0.216 0.037 -0.037
H -0.124 -0.035 0.055
H -0.095 0.080 0.055
C -0.016 0.294 0.120



# 2
# C19H39O2P3STc

A molecular structure, C19H39O2P3STc in a non-equilibrium geometry (ωB97M-V/def2-TZVPD, the OMol25 dataset).

The expectation value of S² is 4.24. The calculation puts the lowest unoccupied orbital energy (spin up / spin down) at -14.420 / -14.300 eV. The charge is +4. As for the spin multiplicity: 4. As for the gap between HOMO and LUMO (spin up / spin down): 4.8 / 4.6 eV.

Each line ends with the Löwdin charge.
Positions of all 65 atoms, in Å:
C  -3.719  -2.675  -0.651  -0.24
H  -0.832  6.778  -1.773  0.09
O  -2.651  0.648  1.027  0.12
H  -0.410  -0.252  2.645  0.01
H  -1.739  6.538  0.649  0.09
H  -3.427  -5.542  0.279  0.09
H  6.088  -2.571  0.267  0.10
H  -3.881  -1.594  -0.532  0.05
P  3.754  -1.717  0.104  1.03
C  -2.416  -5.140  0.125  -0.19
H  -3.227  5.930  -1.592  0.09
C  1.216  0.647  -2.528  -0.14
H  2.278  0.625  -2.296  0.10
H  -0.637  5.328  1.435  0.06
H  5.045  -1.070  2.018  0.09
H  -1.722  -5.525  0.883  0.06
C  1.056  1.401  0.497  -0.23
H  -2.587  0.797  -3.441  0.16
H  1.354  2.459  -3.699  0.15
H  0.779  -1.288  -1.560  0.12
H  1.236  -0.290  3.353  0.04
C  -0.380  5.781  -1.706  -0.24
H  -4.569  -3.228  -0.242  0.08
H  -2.056  -5.421  -0.875  0.06
P  -2.259  -3.291  0.253  1.00
C  0.297  -0.858  3.236  -0.38
S  0.612  -2.380  2.329  0.69
C  0.359  -0.401  -2.042  -0.24
H  -1.094  2.722  -3.890  0.14
H  1.909  -4.058  3.352  0.04
H  5.380  0.056  -0.352  0.10
C  1.064  -3.454  3.705  -0.36
C  -1.560  5.466  0.850  -0.23
C  -1.724  0.793  0.303  -0.19
P  -1.368  4.559  -0.739  0.92
H  -3.817  4.381  -0.864  0.07
H  0.220  -4.120  3.928  0.05
C  5.158  -2.825  -0.251  -0.20
H  -2.212  -3.327  2.721  0.04
H  0.627  5.861  -1.264  0.06
C  4.338  -0.141  -0.642  -0.23
H  1.364  -2.902  4.602  0.07
H  -3.879  -3.401  2.017  0.08
C  0.704  1.661  -3.350  0.00
H  -2.980  -1.860  2.070  0.04
C  -1.522  0.717  -3.199  0.00
C  -1.045  -0.298  -2.362  -0.16
H  3.560  -2.005  2.485  0.03
H  4.792  -3.815  0.043  0.07
C  3.971  -1.212  1.848  -0.23
H  3.420  -0.277  2.044  0.04
H  -1.710  -1.086  -2.019  0.10
H  -0.233  5.368  -2.712  0.04
H  -2.376  5.036  1.448  0.06
H  3.705  0.711  -0.348  0.03
H  5.284  -2.796  -1.340  0.07
H  -3.053  4.347  -2.447  0.04
O  1.831  1.640  1.357  0.11
C  -2.890  -2.944  1.950  -0.24
H  -0.149  -1.113  4.205  0.07
H  4.253  -0.270  -1.730  0.05
H  -3.593  -2.890  -1.718  0.06
C  -3.027  4.853  -1.473  -0.24
C  -0.678  1.775  -3.534  -0.03
Tc  -0.232  1.156  -0.857  1.08

Force components x, y, z for each atom (eV/Å):
C 0.890 0.741 -1.168
H -0.285 -0.373 0.262
O 4.339 0.268 -3.628
H 0.212 -0.167 0.380
H 0.097 -0.488 -0.188
H 0.055 0.624 0.080
H -0.333 0.296 0.166
H 0.006 -0.352 0.130
P 3.349 1.965 1.536
C 1.619 0.520 -0.531
H 0.350 -0.287 0.155
C 0.731 -1.221 -1.007
H -0.180 -0.101 -0.289
H -0.257 0.381 -0.084
H -0.124 -0.087 -0.140
H -0.220 -0.212 -0.237
C 3.745 1.620 4.648
H 0.317 -0.147 0.148
H 0.017 -0.087 0.037
H -0.172 0.285 -0.058
H -0.458 -0.257 0.201
C 1.351 -1.372 -0.261
H 0.057 -0.035 -0.030
H -0.127 -0.221 0.331
P -3.102 -1.591 1.803
C -0.115 0.496 -0.193
S 0.073 0.217 -0.339
C 0.419 -0.730 -1.936
H 0.138 -0.550 -0.479
H -0.216 -0.011 0.286
H -0.223 -0.327 0.023
C 0.177 -0.822 -0.098
C 0.578 -1.277 0.822
C -4.849 0.283 4.486
P -1.060 3.029 0.032
H 0.302 0.323 -0.134
H 0.316 0.194 0.107
C -1.505 -0.973 -0.778
H -0.281 0.000 -0.198
H -0.348 0.125 -0.088
C -1.453 0.007 -1.152
H -0.118 0.024 -0.348
H 0.030 -0.096 -0.075
C 0.763 0.435 1.674
H -0.080 -0.149 0.104
C -0.716 0.723 1.270
C 1.001 -1.976 -0.337
H 0.372 0.301 0.136
H 0.601 -0.131 -0.135
C -1.394 -0.552 0.355
H 0.289 -0.431 -0.085
H 0.089 0.123 -0.214
H -0.081 0.325 0.033
H 0.142 0.219 -0.263
H 0.328 -0.313 0.030
H 0.202 -0.237 0.211
H -0.175 0.397 0.031
O -3.121 -1.257 -3.718
C 1.204 0.498 0.046
H 0.124 0.286 -0.283
H 0.464 0.300 0.117
H -0.352 -0.062 0.120
C -0.281 -1.727 -0.247
C -0.482 0.551 0.065
Tc -2.638 3.062 -1.104



# 3
# C2H7N3O2

2 unconnected molecules or ions with the total composition C2H7N3O2 in a non-equilibrium geometry (ωB97M-V/def2-TZVPD, the OMol25 dataset).

The calculation puts the lowest unoccupied orbital energy at 0.298 eV. As for the gap between HOMO and LUMO: 9.7 eV. Its structure (SMILES) is CNN=O.NC=O.

Each line ends with the Löwdin charge.
Positions of all 14 atoms, in Å:
N  -0.426  0.704  -0.211  -0.18
H  -2.257  0.094  -0.717  0.15
C  1.549  -0.134  -0.544  -0.53
N  -1.418  -0.171  -0.200  -0.04
O  -0.619  1.805  -0.739  -0.04
O  1.581  -1.123  0.155  -0.02
H  -1.759  -2.077  0.524  0.09
H  1.994  1.845  -0.886  0.09
H  2.508  1.191  0.609  0.11
H  -2.301  -0.774  1.617  0.08
H  -0.576  -1.142  1.435  0.08
C  -1.526  -1.084  0.912  -0.06
H  1.031  -0.159  -1.606  0.15
N  2.220  1.024  -0.348  0.11

Force components x, y, z for each atom (eV/Å):
N -1.733 1.720 0.865
H 0.087 0.158 0.177
C -0.042 -0.757 -2.474
N -0.106 1.214 -0.588
O -0.230 -1.884 -0.003
O 0.205 0.174 0.192
H -0.043 0.009 0.156
H -0.207 -0.200 -0.017
H 0.080 0.000 -0.214
H 0.015 0.104 -0.124
H 0.116 0.099 -0.141
C 0.145 -0.741 -0.022
H 1.091 -0.017 1.556
N 0.622 0.122 0.637



# 4
# HO3S

A gas-phase ion, HO3S (charge -1) in a non-equilibrium geometry (ωB97M-V/def2-TZVPD, the OMol25 dataset).

The calculation puts the lowest unoccupied orbital energy at 4.178 eV. The charge is -1. As for the gap between HOMO and LUMO: 8.8 eV. Its structure (SMILES) is O=[SH](=O)[O-].

Each line ends with the Löwdin charge.
Positions of all 5 atoms, in Å:
O  1.696  0.312  -0.619  -0.64
O  -0.370  -1.393  0.649  -0.49
S  -0.039  -0.112  -0.039  0.58
O  -1.086  0.259  -0.974  -0.48
H  -0.201  0.934  0.982  0.04

Force components x, y, z for each atom (eV/Å):
O -6.016 -1.934 2.099
O 1.607 1.578 -0.847
S 3.296 1.690 0.475
O 0.492 0.127 -0.640
H 0.620 -1.460 -1.088



# 5
# C11H23CoN2O4P2

A molecular structure, C11H23CoN2O4P2 in a non-equilibrium geometry (ωB97M-V/def2-TZVPD, the OMol25 dataset).

The expectation value of S² is 3.84. The calculation puts the lowest unoccupied orbital energy (spin up / spin down) at -3.189 / -4.804 eV. The charge is +1. As for the spin multiplicity: 4. As for the gap between HOMO and LUMO (spin up / spin down): 6.6 / 6.6 eV.

Each line ends with the Löwdin charge.
Positions of all 43 atoms, in Å:
C  -2.342  1.938  -0.993  -0.24
H  0.612  4.533  -0.026  0.07
H  -2.189  2.879  -0.460  0.03
H  3.017  1.307  -1.558  0.01
H  -3.322  -0.623  -1.594  0.10
P  -2.148  0.573  0.178  0.82
H  1.486  -2.159  3.077  0.05
O  2.614  2.139  -1.407  -0.05
C  2.171  -1.537  -0.481  -0.17
Co  -0.124  0.135  0.788  0.13
O  0.135  3.698  -0.095  -0.05
H  0.828  3.059  -0.298  0.01
N  -0.189  -1.233  -0.812  0.02
H  -0.204  -3.497  -3.934  0.13
H  -3.115  -1.589  -0.137  0.10
H  -1.562  1.862  -1.757  0.05
H  3.251  1.254  1.177  0.04
C  3.160  0.334  1.783  -0.23
C  -3.385  0.790  1.470  -0.24
C  1.036  -1.727  -1.284  -0.33
C  -1.397  -2.377  -2.502  0.00
H  3.150  -1.708  -0.948  0.10
H  -3.322  1.918  -1.477  0.06
C  -1.365  -1.515  -1.401  -0.31
H  -2.356  -2.645  -2.944  0.12
H  -3.377  -0.086  2.122  0.05
P  1.843  -0.749  1.071  0.82
C  1.807  -2.329  2.039  -0.21
H  -4.387  0.922  1.060  0.06
O  0.287  0.386  3.593  0.03
H  1.979  -2.626  -3.006  0.12
H  4.129  -0.194  1.787  0.05
H  2.897  0.605  2.824  0.05
H  2.823  -2.748  1.965  0.06
H  -3.120  1.669  2.062  0.05
O  -0.366  2.318  2.819  0.03
N  0.024  1.001  2.577  -0.24
C  -2.610  -0.919  -0.832  -0.24
C  -0.191  -2.817  -3.071  -0.03
H  2.164  2.407  -2.240  0.08
C  1.019  -2.390  -2.547  0.00
H  -0.462  2.708  1.932  0.07
H  1.101  -2.965  1.483  0.05

Force components x, y, z for each atom (eV/Å):
C -0.275 0.121 -0.091
H -0.083 0.095 0.062
H -0.073 -0.053 -0.170
H 0.560 -1.216 -0.427
H -0.104 -0.194 -0.238
P -0.470 0.235 -0.436
H 0.161 -0.185 -0.374
O -1.404 1.673 -0.302
C 0.894 0.807 -1.390
Co 0.065 0.032 0.362
O 0.021 -0.170 0.260
H 0.232 -0.122 -0.126
N 0.063 -0.630 -0.341
H -0.017 0.531 0.329
H 0.013 -0.328 -0.060
H -0.105 0.008 0.076
H -0.097 -0.403 0.271
C 0.637 -0.626 -0.442
C -0.553 -0.030 -0.194
C -1.871 0.248 -0.831
C 0.181 -0.107 -0.360
H -0.348 -0.187 0.378
H 0.050 0.126 0.046
C 1.404 -0.609 -0.301
H 0.277 -0.042 0.123
H 0.006 0.086 0.000
P 0.903 -0.314 1.363
C 0.294 0.479 -0.118
H -0.068 0.022 0.114
O -0.806 1.793 -2.149
H -0.345 -0.183 0.053
H -0.239 0.352 0.122
H -0.023 -0.255 -0.626
H -0.466 -0.113 0.324
H -0.020 -0.096 -0.043
O 0.380 -0.916 0.387
N 0.113 -0.234 2.439
C -0.067 0.912 0.755
C -0.175 0.110 -0.174
H 0.666 -0.431 0.762
C 0.376 -0.309 0.713
H 0.074 0.047 -0.208
H 0.237 0.074 0.460



The records above give, respectively, energy above the lowest of the compared OMol25 structures with the same formula, charge and spin values of 1.2243; 2.5461; 3.9656; 1.9200; 0.0000 eV.